DFT (ωB97M-V/def2-TZVPD) results for 10 unconnected molecules or ions with the total composition C45H115N5O15.

Atoms and positions in Å:
C 10.576575 -21.209706 -8.837411
O 11.869620 -21.766087 -8.568209
C 12.936489 -21.083779 -9.179904
C 14.192624 -21.170024 -8.363779
N 13.995967 -20.433357 -7.118158
C 15.156639 -20.615171 -6.259790
C 14.901914 -19.875472 -4.917089
O 13.903931 -20.645239 -4.232878
C 13.447579 -19.915903 -3.049454
H 10.565046 -20.114431 -8.623706
H 9.843153 -21.767401 -8.289508
H 10.291479 -21.275893 -9.892940
H 12.578239 -20.072826 -9.393592
H 13.211006 -21.529852 -10.163114
H 15.023876 -20.702313 -8.945078
H 14.472633 -22.196191 -8.248976
H 13.190160 -20.876065 -6.662391
H 16.075718 -20.356901 -6.845174
H 15.158420 -21.695111 -5.913077
H 14.541123 -18.846201 -5.081104
H 15.777100 -19.823781 -4.259035
H 13.009512 -18.975579 -3.270333
H 14.361662 -19.756891 -2.488653
H 12.801139 -20.621850 -2.538532
C 16.385348 -19.141610 4.776560
O 15.528013 -20.198677 5.094925
C 14.998669 -20.063806 6.402064
C 14.281957 -21.366947 6.716048
N 15.121861 -22.481674 6.952775
C 14.476526 -23.724530 7.172201
C 15.550443 -24.679219 7.726702
O 15.084684 -25.967894 8.130575
C 14.326049 -25.783678 9.350246
H 15.878491 -18.210783 4.507580
H 17.003378 -19.434190 3.944481
H 17.034519 -18.940776 5.660002
H 14.303911 -19.212929 6.381597
H 15.695311 -19.744635 7.189896
H 13.522202 -21.535170 5.838164
H 13.648762 -21.106080 7.551342
H 15.857940 -22.529897 6.245053
H 14.097179 -24.223274 6.260661
H 13.601838 -23.574881 7.812628
H 16.134577 -24.240767 8.548165
H 16.271937 -25.022762 6.931791
H 13.508259 -25.047090 9.307826
H 15.039790 -25.488460 10.078608
H 13.824108 -26.734398 9.563534
C 15.496798 -28.625152 -3.269457
O 15.424483 -27.546467 -4.162401
C 14.339641 -26.662113 -3.945831
C 14.657934 -25.458235 -4.823917
N 14.367442 -25.927046 -6.164164
C 14.148717 -24.896083 -7.152963
C 14.067900 -25.467554 -8.552324
O 15.360292 -26.036633 -8.828519
C 15.526623 -26.641629 -10.142215
H 15.409141 -28.322409 -2.268514
H 16.471544 -29.144916 -3.495486
H 14.694286 -29.351254 -3.418260
H 14.314386 -26.466692 -2.912842
H 13.353315 -27.106197 -4.211818
H 15.700010 -25.098301 -4.648595
H 14.069478 -24.561738 -4.653454
H 15.038347 -26.659682 -6.437464
H 14.938947 -24.127834 -7.074231
H 13.167447 -24.413417 -6.972246
H 13.758789 -24.713832 -9.290404
H 13.254151 -26.231393 -8.549885
H 16.593390 -26.817014 -10.193412
H 15.197481 -25.947452 -10.890114
H 14.929348 -27.592797 -10.287850
C 10.788542 -22.063595 -5.392149
O 9.673096 -22.825253 -5.750533
C 9.973332 -24.096973 -6.383871
C 8.656200 -24.602933 -6.898567
N 7.836927 -25.104856 -5.825979
C 6.499888 -25.591358 -6.184316
C 5.804441 -26.286608 -5.016838
O 5.414506 -25.236151 -4.143574
C 4.942732 -25.642246 -2.873844
H 10.336593 -21.150271 -5.068401
H 11.491746 -21.768926 -6.165487
H 11.354963 -22.556912 -4.617373
H 10.342275 -24.873555 -5.660818
H 10.601790 -23.905374 -7.238098
H 8.914122 -25.441092 -7.579150
H 8.167469 -23.766588 -7.467482
H 7.853404 -24.397005 -5.074207
H 6.519826 -26.330813 -7.043990
H 5.853512 -24.832018 -6.594586
H 6.487783 -26.999661 -4.534122
H 4.978263 -26.840776 -5.405717
H 4.153920 -26.340236 -2.928163
H 4.546974 -24.789587 -2.365679
H 5.806321 -26.057061 -2.342882
C 8.231177 -22.079213 0.404787
O 8.804263 -23.243726 -0.158137
C 9.480495 -23.002386 -1.302273
C 9.660186 -24.315540 -2.047271
N 10.673466 -25.136887 -1.331308
C 10.805816 -26.500485 -1.822415
C 12.014239 -27.163542 -1.154853
O 11.634796 -27.562188 0.149424
C 12.694795 -28.159175 0.812852
H 7.762774 -21.409089 -0.352110
H 9.042576 -21.491292 0.948695
H 7.432159 -22.350642 1.028778
H 10.499748 -22.696969 -1.146330
H 8.999588 -22.223936 -1.940127
H 10.028008 -24.230946 -3.034326
H 8.680612 -24.945476 -2.092022
H 10.466101 -25.152538 -0.295686
H 10.863743 -26.366915 -2.922539
H 9.975403 -27.143786 -1.523915
H 12.840944 -26.427345 -1.184533
H 12.315588 -27.961244 -1.837997
H 12.431336 -28.250100 1.842823
H 13.633469 -27.577502 0.686464
H 12.903951 -29.101220 0.296782
C 18.894555 -28.814245 -5.702327
C 18.242689 -27.533392 -6.166894
C 19.023408 -26.341316 -5.820586
O 17.880968 -27.611971 -7.604334
H 18.286205 -29.674003 -5.990335
H 18.942664 -28.840929 -4.616745
H 19.800822 -28.868206 -6.221260
H 17.272924 -27.391893 -5.738652
H 18.521885 -25.465802 -6.271577
H 20.048516 -26.356213 -6.198955
H 18.889847 -26.231536 -4.739268
H 17.179220 -26.983095 -7.684083
C 9.559914 -23.750759 3.657515
C 10.991633 -24.342822 3.756878
C 11.099666 -25.689587 3.041744
O 11.960782 -23.382842 3.380459
H 9.159270 -23.750691 2.678773
H 9.587719 -22.732730 4.070962
H 8.871521 -24.339299 4.275811
H 11.271365 -24.507612 4.792572
H 10.320161 -26.342056 3.381731
H 12.030724 -26.116207 3.310271
H 10.942534 -25.593922 1.930413
H 11.811110 -23.203633 2.424671
C 13.446484 -20.657524 1.995337
C 12.041679 -20.054428 1.766556
C 11.825330 -19.656390 0.348982
O 11.009154 -20.988433 2.184802
H 13.629611 -20.928697 3.052342
H 14.274281 -19.970570 1.719311
H 13.596794 -21.569267 1.340359
H 11.960683 -19.165000 2.420200
H 10.949611 -19.033514 0.193635
H 11.870587 -20.549213 -0.343629
H 12.703339 -18.984722 0.094025
H 11.363316 -21.466720 2.957897
C 16.829507 -18.686067 -0.054474
C 18.128159 -19.319904 -0.473291
C 18.069684 -20.044169 -1.803709
O 19.170529 -18.383714 -0.491303
H 16.575231 -17.928007 -0.799169
H 16.998307 -18.146016 0.856619
H 16.043037 -19.431671 0.159591
H 18.455767 -20.076728 0.318644
H 17.466273 -20.912477 -1.732694
H 19.122170 -20.241506 -2.133604
H 17.504730 -19.469846 -2.487808
H 18.897530 -17.727490 -1.146907
C 13.986424 -24.137463 0.120384
C 13.835982 -23.396338 -1.173949
C 15.242007 -22.963597 -1.621262
O 13.257601 -24.195189 -2.133705
H 14.601547 -25.038487 -0.063906
H 13.065296 -24.416309 0.619624
H 14.594051 -23.532487 0.789645
H 13.255439 -22.510402 -1.067791
H 15.831499 -23.901426 -1.667943
H 15.711273 -22.276186 -0.880890
H 15.206431 -22.597033 -2.646109
H 12.383446 -24.433732 -1.847244

Cartesian forces (eV/Å) of the 6 atoms listed first:
C 0.90 0.79 -0.69
O -0.72 -0.27 0.27
C 0.00 -0.20 -1.58
C -0.15 1.86 -0.30
N 0.10 -0.53 -0.22
C -0.52 -0.70 1.33

For the orbital gap, the calculation gives 0.3273 Ha. The LUMO energy is 0.607 eV. As for the structure (SMILES): COCCNCCOC.COCCNCCOC.COCCNCCOC.COCCNCCOC.COCCNCCOC.CC(C)O.CC(C)O.CC(C)O.CC(C)O.CC(C)O. The total energy comes out at -86684.23301 eV.

Here are the Mulliken charges for atoms 1 to 2, given in e: -0.777, 0.015



DFT (ωB97M-V/def2-TZVPD) results for a single C5H9NOS molecule.

Atoms and positions in Å:
C -1.382940 0.162323 1.951554
C -0.266201 0.179228 0.964733
N -0.316520 0.888606 -0.069428
C 0.887751 0.706725 -1.001960
C 0.375774 0.089671 -2.306118
O -0.573882 -0.919823 -2.105200
S 2.096130 -0.357707 -0.111716
C 0.927437 -0.695290 1.236817
H -1.076894 0.655311 2.871902
H -1.646712 -0.865533 2.194251
H -2.245523 0.681764 1.543880
H 1.334549 1.680510 -1.189380
H 1.211932 -0.370878 -2.836830
H -0.043951 0.895717 -2.926247
H -1.324037 -0.524442 -1.643259
H 1.397272 -0.456641 2.192237
H 0.645814 -1.749541 1.234765

Cartesian forces (eV/Å) of the 6 atoms listed first:
C -0.14 0.06 -0.04
C 0.20 -0.28 0.35
N 1.34 0.29 -1.76
C -1.44 -0.24 1.37
C 0.14 0.41 -0.14
O -0.20 -0.30 0.13

For the orbital gap, the calculation gives 0.3488 Ha. The LUMO energy is 0.779 eV. As for the structure (SMILES): CC1=N[C@H](CO)SC1. The total energy comes out at -19703.45231 eV.

Here are the Mulliken charges for atoms 1 to 2, given in e: -1.247, 0.791



DFT (ωB97M-V/def2-TZVPD) results for a molecular structure, C11H9F5LuO3.

Atoms and positions in Å:
C -1.560277 2.011926 0.790199
C -1.463227 1.296839 -0.633873
C -2.878399 0.877903 -1.295219
C -2.983218 0.179554 -2.682315
C -1.647619 -0.079434 -3.449140
C -0.258921 0.326583 -2.806743
C -0.090076 0.995430 -1.392767
C 1.321075 1.392888 -0.747011
O 2.318888 0.327193 -0.746860
C 1.755003 -0.961850 -0.531654
O 1.821387 -1.775158 -1.494762
O 1.075876 -1.402731 0.661747
C 1.722171 -0.946849 1.853743
F 3.130170 -0.873599 1.768431
F 1.085710 0.260723 2.256989
C 1.387917 -2.072415 2.996078
F 1.959401 -1.551438 4.276955
F -0.022286 -2.373996 3.080155
F 2.225278 -3.246563 2.646187
H -0.556583 2.180065 1.305749
H -2.301832 1.431717 1.470014
H -2.063940 3.046493 0.605859
H -3.863942 1.093438 -0.731340
H -4.029447 -0.075048 -3.074174
H -1.680675 -0.590959 -4.470342
H 0.712987 0.092241 -3.381251
H 1.257567 1.834321 0.304782
H 1.756215 2.234874 -1.417884
Lu 1.870795 -3.632147 4.838449

Cartesian forces (eV/Å) of the 6 atoms listed first:
C -0.26 -0.46 -1.30
C 0.84 -0.42 -0.57
C 0.88 -1.62 -3.43
C 3.10 1.77 2.71
C -1.43 1.08 2.85
C -0.19 1.30 3.19

Its net charge is +3. For the orbital gap, the calculation gives 0.0610 Ha. The LUMO energy is -14.831 eV. The total energy comes out at -64859.23428 eV.

Here are the Mulliken charges for atoms 1 to 2, given in e: -1.211, 0.879



DFT (ωB97M-V/def2-TZVPD) results for 6 unconnected molecules or ions with the total composition C22H30BBrF5O22P2S.

Atoms and positions in Å:
C 4.231224 1.748517 0.731003
C 2.706448 1.719979 0.628835
C 2.319807 0.576346 -0.259153
O 2.789379 -0.471283 -0.159727
O 1.394185 0.850074 -1.203519
C 0.112747 0.259617 -0.826832
C -0.975542 1.348429 -0.944720
C -1.614668 1.508815 0.408134
O -2.502099 0.473322 0.624833
B -2.989073 0.843054 2.002579
P -4.543945 -0.235946 2.465768
O -5.690247 0.804686 3.006026
O -5.169696 -0.960914 1.141036
S -4.186513 -1.612089 3.794462
O -3.203052 2.306445 1.856553
C -2.557129 2.719746 0.659586
P -1.744738 4.322633 1.133217
O -0.191688 4.304145 0.504839
Br -2.756660 5.976965 -0.086542
H 4.697417 2.007865 -0.212011
H 4.537306 2.481482 1.466782
H 4.577948 0.771176 1.028497
H 2.314008 2.654145 0.257857
H 2.311329 1.563194 1.622191
H 0.162665 -0.046136 0.211730
H -0.123255 -0.628112 -1.399212
H -0.495377 2.247857 -1.300807
H -1.675635 0.981517 -1.680188
H -0.836789 1.597802 1.178514
H -2.081093 0.490935 2.726195
H -5.552901 1.620114 2.495875
H -4.711180 -0.632819 0.354406
H -3.390438 2.861365 -0.029224
H -0.043933 5.185524 0.132886
C -0.858739 6.869785 -4.138572
C -0.873602 7.445644 -2.752585
O -0.698561 8.835333 -2.988647
C -1.232031 9.090034 -4.220275
O -1.496153 10.167883 -4.631628
O -1.427911 7.932728 -4.911463
F 0.170823 6.988662 -2.013710
H 0.152829 6.665622 -4.493865
H -1.454513 5.962976 -4.219251
H -1.802919 7.277869 -2.210916
C 3.232814 -3.703723 -0.632558
C 1.890677 -4.223292 -1.070445
O 2.004865 -5.621027 -0.831094
C 2.881900 -5.760463 0.201079
O 3.013723 -6.754355 0.841611
O 3.575530 -4.621987 0.413386
F 1.686229 -4.015143 -2.397447
H 3.976286 -3.763733 -1.429815
H 3.191144 -2.683734 -0.262688
H 1.046988 -3.825673 -0.504869
C -4.606147 7.222863 -7.713689
C -4.281698 5.805071 -8.118514
O -3.793736 5.244658 -6.914250
C -4.403096 5.919724 -5.892530
O -4.431926 5.552219 -4.769423
O -4.976953 7.064268 -6.341764
F -3.303315 5.761181 -9.056839
H -3.734723 7.875814 -7.782244
H -5.421133 7.653776 -8.290081
H -5.138686 5.225867 -8.466839
C 0.507077 -6.653538 4.696518
C -0.289433 -7.323710 3.605678
O -0.699786 -6.229371 2.807796
C 0.253956 -5.262481 2.951650
O 0.374138 -4.329753 2.235063
O 1.052022 -5.520825 4.017194
F -1.385290 -7.954712 4.097534
H -0.124301 -6.316018 5.519635
H 1.298607 -7.286292 5.092824
H 0.282365 -8.022684 2.992433
C 4.891677 -7.949419 4.556918
C 6.021851 -7.952044 5.555193
O 5.347170 -7.770273 6.786864
C 4.096675 -8.301801 6.637928
O 3.360896 -8.552490 7.528930
O 3.817428 -8.510944 5.323792
F 6.871085 -6.914938 5.357886
H 4.624241 -6.940935 4.238718
H 5.099417 -8.553649 3.677743
H 6.593423 -8.881423 5.589759

Cartesian forces (eV/Å) of the 6 atoms listed first:
C -0.23 0.26 0.18
C 0.81 0.36 -0.31
C -1.54 3.79 -0.31
O 2.08 -4.74 0.51
O -0.81 0.05 -0.07
C -0.36 0.78 0.03

Its net charge is -1. For the orbital gap, the calculation gives 0.2447 Ha. The LUMO energy is 1.758 eV. The total energy comes out at -182071.51960 eV.

Here are the Mulliken charges for atoms 1 to 2, given in e: -1.402, -0.056



Number 1: HOMO energy -8.3 eV. Number 2: HOMO energy -8.7 eV. Number 3: HOMO energy -16.5 eV. Number 4: HOMO energy -4.9 eV.